Entry 1:
{"formula": "C13H19N", "method": "ωB97M-V/def2-TZVPD", "e_lumo_ha": 0.03416, "gap_ev": 8.92, "smiles": "Cc1c[nH]c2ccccc12.CC(C)C", "relative_energy_kj_mol": 60.24, "largest_force_ev_per_a": 1.5, "symbols": ["C", "C", "C", "N", "C", "C", "C", "C", "C", "C", "H", "H", "H", "H", "H", "H", "H", "H", "H", "C", "C", "C", "C", "H", "H", "H", "H", "H", "H", "H", "H", "H", "H"], "positions_angstrom": [[0.68384, -2.65850, 0.24324], [1.10487, -1.46569, 1.03871], [1.09382, -1.31549, 2.38059], [1.75533, -0.14132, 2.76765], [2.26436, 0.41840, 1.60527], [3.13282, 1.49169, 1.49481], [3.55750, 1.83299, 0.21519], [3.09109, 1.14595, -0.90570], [2.24222, 0.06023, -0.76500], [1.77252, -0.30223, 0.49231], [1.48080, -3.33903, -0.04626], [0.21991, -2.28569, -0.67364], [-0.03009, -3.27898, 0.78654], [0.56437, -1.92180, 3.10116], [2.38881, -0.17453, 3.55223], [3.54117, 2.01356, 2.35101], [4.23819, 2.66608, 0.10121], [3.40364, 1.44786, -1.89297], [1.86682, -0.41715, -1.65880], [-2.56913, -0.94927, -0.68841], [-3.10196, 0.38797, -1.19689], [-3.33431, 1.32315, 0.00267], [-2.16331, 0.98189, -2.25229], [-3.10865, -1.41367, 0.13591], [-1.51231, -0.81583, -0.42808], [-2.51379, -1.71749, -1.46353], [-4.06139, 0.21947, -1.68085], [-2.70682, 2.21519, 0.06355], [-4.34538, 1.74558, -0.02450], [-3.25819, 0.80160, 0.95367], [-2.49761, 0.84832, -3.27984], [-2.03999, 2.04958, -2.08143], [-1.15914, 0.54715, -2.24753]], "forces_ev_per_angstrom": [[-0.80, 0.31, -0.13], [0.15, -0.18, -0.28], [-0.10, 0.02, 0.15], [0.11, -0.29, -0.24], [-0.42, 0.18, 0.06], [0.43, 0.03, -0.61], [-0.17, 0.16, 0.39], [-0.08, -0.22, 0.17], [-0.52, 0.43, -0.52], [1.28, -0.22, 0.78], [0.43, 0.26, 0.04], [-0.13, -0.38, -0.05], [-0.17, 0.15, -0.03], [0.31, -0.08, 0.10], [-0.35, 0.09, 0.27], [-0.18, -0.03, 0.09], [0.03, -0.01, -0.08], [0.07, 0.03, -0.09], [0.08, -0.29, -0.06], [0.80, -0.47, -0.60], [0.10, -0.23, 0.30], [-0.69, 0.56, 0.13], [0.36, 0.19, -0.21], [-0.10, 0.34, 0.14], [-0.19, 0.07, 0.49], [-0.26, 0.09, -0.29], [-0.18, -0.05, 0.04], [0.39, -0.29, -0.21], [0.00, -0.15, -0.03], [0.10, -0.09, 0.06], [-0.30, -0.03, 0.00], [0.00, 0.10, -0.14], [-0.03, -0.03, 0.35]]}

---

Entry 2:
{"formula": "C13H19N", "method": "ωB97M-V/def2-TZVPD", "e_lumo_ha": 0.03210, "gap_ev": 8.59, "smiles": "Cc1c[nH]c2ccccc12.CC(C)C", "relative_energy_kj_mol": 311.49, "largest_force_ev_per_a": 4.9, "symbols": ["C", "C", "C", "N", "C", "C", "C", "C", "C", "C", "H", "H", "H", "H", "H", "H", "H", "H", "H", "C", "C", "C", "C", "H", "H", "H", "H", "H", "H", "H", "H", "H", "H"], "positions_angstrom": [[0.64897, 1.59050, 2.02768], [0.99768, 0.86312, 0.74808], [1.26451, 1.62270, -0.36079], [1.56380, 0.88787, -1.54973], [1.76530, -0.41166, -0.97346], [2.02809, -1.50560, -1.70375], [1.72763, -2.71961, -1.12774], [1.36376, -2.84894, 0.23233], [1.04952, -1.70124, 0.96751], [1.29817, -0.48384, 0.37530], [0.28577, 0.72428, 2.57520], [-0.12156, 2.21723, 1.81054], [1.57508, 2.14281, 2.31111], [1.12964, 2.69922, -0.45173], [1.93308, 1.32653, -2.38612], [2.37639, -1.58060, -2.80411], [1.86754, -3.72105, -1.75674], [1.13585, -3.78906, 0.64876], [0.71308, -1.69920, 2.05996], [-2.86198, 2.45012, 0.11343], [-2.46214, 0.91351, 0.17484], [-2.45802, 0.06708, 1.55495], [-3.24249, 0.06428, -0.93757], [-3.02091, 2.78832, 1.23053], [-3.90942, 2.28415, -0.30160], [-2.41730, 3.22528, -0.50786], [-1.32493, 0.95898, -0.14494], [-1.83072, 0.37231, 2.38968], [-3.62282, -0.09677, 1.80840], [-2.00196, -0.98532, 1.35661], [-4.18639, -0.17894, -0.56671], [-3.47735, 0.56110, -1.88779], [-2.76382, -0.86698, -1.07987]], "forces_ev_per_angstrom": [[2.56, -2.98, -0.75], [1.19, 2.27, -1.85], [-0.66, 0.44, -1.40], [0.29, -0.40, 4.28], [-1.06, 1.99, -1.36], [0.55, -2.82, -2.94], [0.98, -3.25, -0.17], [-0.92, 1.51, -0.71], [0.62, -0.72, 1.51], [-0.04, 1.11, -1.03], [0.26, 0.71, 1.49], [-2.23, 1.96, -0.24], [-0.97, -0.67, 0.71], [0.05, -0.21, 0.10], [0.16, -0.61, 0.41], [-0.70, 0.81, 1.95], [-0.24, 2.36, 1.46], [-0.02, -1.08, 0.31], [0.40, -0.34, -1.72], [-3.58, -1.85, 2.78], [3.69, -0.25, -1.55], [-2.22, -1.29, -1.77], [1.17, 1.84, 0.98], [0.42, -0.13, -2.24], [0.82, 1.12, 0.62], [0.76, -0.61, 0.10], [-2.10, -0.59, 0.47], [-0.52, 0.86, -0.02], [2.74, 0.32, 0.04], [-1.05, 1.64, -0.17], [-1.83, -0.36, 0.96], [0.73, 0.15, 0.20], [0.77, -0.92, -0.46]]}

---

Entry 3:
{"formula": "C13H19N3S", "method": "ωB97M-V/def2-TZVPD", "e_lumo_ha": 0.02495, "gap_ev": 8.71, "smiles": "CCN1CNC(=S)N(CCc2ccccc2)C1", "relative_energy_kj_mol": 30.91, "largest_force_ev_per_a": 0.9, "symbols": ["C", "C", "N", "C", "N", "C", "S", "N", "C", "C", "C", "C", "C", "C", "C", "C", "C", "H", "H", "H", "H", "H", "H", "H", "H", "H", "H", "H", "H", "H", "H", "H", "H", "H", "H", "H"], "positions_angstrom": [[-2.42103, -3.04572, -1.06241], [-2.77958, -1.56549, -1.01642], [-3.07953, -1.14222, 0.35035], [-3.88702, 0.04579, 0.43540], [-3.11584, 1.22472, 0.08030], [-1.76472, 1.26303, 0.16716], [-0.95207, 2.55787, -0.47234], [-1.14918, 0.23401, 0.78576], [0.29046, 0.19817, 0.89407], [0.95953, -0.38708, -0.35987], [2.45180, -0.33086, -0.21561], [3.17351, -1.43858, 0.20685], [4.54609, -1.36392, 0.36929], [5.21083, -0.17705, 0.11528], [4.49759, 0.93432, -0.30256], [3.12668, 0.85784, -0.46586], [-1.91113, -0.95095, 1.16771], [-1.46671, -3.24414, -0.58187], [-3.18878, -3.62615, -0.55846], [-2.35282, -3.37156, -2.09685], [-1.97285, -0.96849, -1.46590], [-3.68291, -1.40703, -1.60912], [-4.25227, 0.13561, 1.46944], [-4.74874, -0.03776, -0.23122], [-3.53941, 1.97795, -0.43714], [0.55290, -0.38996, 1.77721], [0.64058, 1.22343, 1.03529], [0.62917, -1.41771, -0.50943], [0.64665, 0.21132, -1.21786], [2.65975, -2.36947, 0.40520], [5.09722, -2.23448, 0.69468], [6.28198, -0.11858, 0.24128], [5.01205, 1.86272, -0.50283], [2.56950, 1.72354, -0.79316], [-2.23563, -0.85766, 2.21426], [-1.25971, -1.82220, 1.08483]], "forces_ev_per_angstrom": [[-0.07, 0.27, -0.04], [0.07, -0.20, -0.05], [-0.11, -0.01, 0.07], [-0.23, -0.08, 0.36], [-0.10, -0.22, -0.05], [-0.12, 0.07, 0.11], [0.37, 0.72, -0.35], [-0.38, 0.07, -0.22], [0.29, 0.04, -0.16], [-0.06, 0.13, 0.22], [-0.08, -0.11, -0.08], [0.00, 0.02, 0.00], [0.09, -0.07, 0.05], [0.11, -0.01, 0.02], [0.06, 0.06, 0.00], [0.00, -0.01, 0.00], [-0.20, -0.23, 0.36], [0.12, -0.07, 0.03], [-0.07, -0.09, 0.03], [0.07, -0.09, -0.09], [-0.09, 0.03, -0.04], [0.06, 0.07, 0.00], [0.00, -0.05, -0.20], [0.10, 0.03, 0.07], [0.16, -0.04, 0.01], [0.01, 0.01, 0.00], [0.00, -0.19, 0.08], [-0.02, -0.04, -0.04], [-0.07, -0.05, 0.03], [-0.07, -0.09, 0.00], [0.05, -0.06, 0.02], [0.08, 0.01, 0.01], [0.04, 0.08, -0.02], [-0.10, 0.11, -0.04], [0.09, -0.08, -0.14], [0.01, 0.08, 0.03]]}

---

Entry 4:
{"formula": "C13H19N5O2S", "method": "ωB97M-V/def2-TZVPD", "e_lumo_ha": 0.02599, "gap_ev": 8.58, "smiles": "COCCn1c(C)cc(C(=O)CSc2n[nH]c(N)n2)c1C", "relative_energy_kj_mol": 0.00, "largest_force_ev_per_a": 0.9, "symbols": ["C", "O", "C", "C", "N", "C", "C", "C", "C", "C", "O", "C", "S", "C", "N", "N", "C", "N", "N", "C", "C", "H", "H", "H", "H", "H", "H", "H", "H", "H", "H", "H", "H", "H", "H", "H", "H", "H", "H", "H"], "positions_angstrom": [[-6.56067, -1.21526, 0.16544], [-5.50723, -0.69793, 0.94014], [-5.21625, 0.65711, 0.70691], [-4.33724, 0.90882, -0.53694], [-2.94176, 0.68166, -0.27594], [-2.07614, 1.63569, 0.21683], [-2.49261, 3.04061, 0.47697], [-0.85249, 1.05964, 0.36882], [-0.96041, -0.30129, -0.03975], [0.08913, -1.29490, -0.06528], [-0.06662, -2.45692, -0.39377], [1.46635, -0.81715, 0.36914], [2.12246, 0.41468, -0.81892], [3.79491, 0.33533, -0.37395], [4.72319, 1.04843, -0.96900], [5.85906, 0.68293, -0.31595], [5.55022, -0.23330, 0.62993], [6.46978, -0.86512, 1.41058], [4.25542, -0.46533, 0.62412], [-2.28405, -0.49413, -0.42715], [-2.94180, -1.72599, -0.92625], [-6.32940, -1.21887, -0.90576], [-6.70992, -2.24003, 0.49931], [-7.48320, -0.64322, 0.32385], [-4.68058, 0.99553, 1.59802], [-6.14924, 1.23189, 0.61191], [-4.46926, 1.94462, -0.85778], [-4.65797, 0.25249, -1.34881], [-3.31922, 3.09165, 1.18575], [-2.80109, 3.53738, -0.44416], [-1.64903, 3.58713, 0.88854], [0.02904, 1.55451, 0.72073], [1.42883, -0.34715, 1.35142], [2.16252, -1.65397, 0.38038], [6.74884, 1.05646, -0.59951], [7.31165, -0.35431, 1.62222], [6.06704, -1.36495, 2.18698], [-3.33698, -1.57898, -1.93290], [-2.20839, -2.52579, -0.95245], [-3.75958, -2.01203, -0.26637]], "forces_ev_per_angstrom": [[-0.05, 0.01, -0.03], [0.19, -0.07, 0.14], [0.04, 0.20, -0.18], [-0.57, -0.10, 0.34], [0.29, -0.11, -0.04], [0.36, 0.34, 0.20], [-0.07, -0.14, -0.10], [-0.23, 0.01, 0.02], [-0.82, 0.13, -0.15], [0.35, -0.11, 0.00], [0.09, -0.01, 0.03], [0.40, 0.06, -0.18], [-0.51, -0.03, -0.18], [0.88, 0.06, 0.11], [-0.54, 0.38, -0.49], [-0.15, -0.48, 0.49], [-0.15, 0.46, -0.58], [0.30, -0.16, 0.20], [0.26, -0.29, 0.40], [0.45, -0.36, -0.02], [-0.06, -0.10, -0.02], [0.00, -0.02, 0.00], [-0.06, 0.00, -0.08], [0.02, -0.02, -0.01], [-0.05, 0.10, -0.11], [0.05, -0.02, 0.02], [0.02, -0.11, -0.04], [0.01, 0.13, 0.00], [-0.06, 0.11, 0.06], [-0.04, 0.12, -0.01], [0.01, 0.05, 0.03], [0.18, 0.18, 0.09], [-0.03, -0.09, 0.05], [-0.21, 0.04, 0.06], [-0.10, -0.08, 0.03], [-0.07, -0.06, 0.09], [0.05, 0.05, 0.00], [-0.07, -0.03, -0.07], [-0.05, 0.02, -0.04], [-0.08, -0.04, -0.02]]}

---

Entry 5:
{"formula": "C13H19N5O4S2", "method": "ωB97M-V/def2-TZVPD", "e_lumo_ha": 0.01961, "gap_ev": 9.25, "smiles": "CCOC(=O)CSc1nnc(NC(=O)CN2CCN(C=O)CC2)s1", "relative_energy_kj_mol": 0.00, "largest_force_ev_per_a": 1.8, "symbols": ["C", "C", "O", "C", "O", "C", "S", "C", "N", "N", "C", "N", "C", "O", "C", "N", "C", "C", "N", "C", "O", "C", "C", "S", "H", "H", "H", "H", "H", "H", "H", "H", "H", "H", "H", "H", "H", "H", "H", "H", "H", "H", "H"], "positions_angstrom": [[-4.31021, -1.35885, -2.37100], [-4.74067, -2.40644, -1.35450], [-5.28791, -1.79151, -0.18354], [-4.42584, -1.34218, 0.72251], [-3.23226, -1.48976, 0.67191], [-5.13452, -0.54426, 1.79206], [-5.12010, 1.17987, 1.16376], [-3.38607, 1.38109, 1.15721], [-2.65640, 1.24189, 2.20671], [-1.36155, 1.34397, 1.97279], [-1.08573, 1.56235, 0.72746], [0.18413, 1.68058, 0.24620], [0.46026, 1.74872, -1.08938], [-0.40253, 1.81868, -1.93252], [1.95220, 1.76093, -1.37640], [2.68588, 1.09851, -0.31496], [2.56891, -0.35324, -0.39950], [3.17845, -0.98414, 0.85113], [4.55092, -0.55203, 0.99293], [5.56757, -1.42640, 0.90339], [5.45111, -2.62124, 0.78520], [4.70954, 0.87769, 1.01048], [4.08637, 1.48264, -0.25155], [-2.47372, 1.67782, -0.32114], [-3.97832, -1.84909, -3.28146], [-3.49033, -0.76332, -1.97613], [-5.14211, -0.69871, -2.60429], [-5.54588, -3.03076, -1.74563], [-3.88989, -3.03030, -1.06208], [-4.60163, -0.56695, 2.73968], [-6.17805, -0.82994, 1.88891], [0.96427, 1.57270, 0.88624], [2.12040, 1.31997, -2.37113], [2.25806, 2.81095, -1.42354], [1.51373, -0.62354, -0.46851], [3.08602, -0.74063, -1.29323], [3.17750, -2.07247, 0.77564], [2.61074, -0.67778, 1.73617], [6.55141, -0.92424, 0.97181], [5.76993, 1.12976, 1.06673], [4.19816, 1.28359, 1.89109], [4.15250, 2.57164, -0.20302], [4.64564, 1.13446, -1.13652]], "forces_ev_per_angstrom": [[-0.12, -0.13, 0.35], [0.36, -0.11, -0.37], [-0.44, -0.06, -0.08], [0.07, 0.00, 0.47], [0.04, -0.14, -0.06], [0.23, 0.24, -0.32], [-0.27, -0.05, 0.14], [0.22, 0.35, -0.77], [-1.39, -0.06, 0.56], [1.84, 0.04, -0.08], [-1.06, 0.07, -0.64], [0.37, 0.07, 0.10], [0.40, -0.02, 0.35], [-0.02, 0.06, -0.40], [0.08, -0.04, -0.13], [0.09, 0.10, -0.16], [0.02, -0.18, 0.26], [-0.19, -0.29, -0.23], [-0.54, 0.23, 0.04], [0.57, 0.19, 0.12], [0.00, -0.46, -0.08], [0.13, 0.27, -0.24], [0.15, 0.09, 0.30], [-0.19, -0.25, 1.13], [0.04, -0.04, -0.13], [0.07, 0.03, 0.00], [-0.07, 0.05, -0.07], [0.10, 0.04, 0.08], [-0.19, 0.03, -0.05], [-0.04, -0.09, -0.09], [0.00, -0.01, 0.03], [-0.06, 0.00, -0.09], [-0.08, 0.06, 0.10], [-0.01, -0.06, -0.02], [0.00, -0.04, -0.01], [-0.05, 0.03, 0.03], [-0.05, 0.12, 0.05], [-0.01, -0.04, -0.05], [-0.02, -0.05, -0.02], [-0.03, -0.02, 0.03], [0.09, 0.04, -0.06], [0.01, -0.02, -0.03], [-0.02, 0.03, 0.03]]}

---

Entry 6:
{"formula": "C13H19N5O5SZr", "method": "ωB97M-V/def2-TZVPD", "e_lumo_ha": 0.00947, "gap_ev": 6.12, "relative_energy_kj_mol": 75.02, "largest_force_ev_per_a": 0.3, "symbols": ["Zr", "C", "O", "C", "C", "H", "H", "H", "H", "H", "H", "C", "N", "C", "C", "C", "O", "N", "C", "O", "H", "H", "H", "H", "H", "C", "C", "C", "N", "N", "C", "N", "S", "H", "H", "H", "H", "H", "H", "H", "O", "C", "O", "H"], "positions_angstrom": [[-0.32962, -1.21579, -1.23203], [-1.98415, -3.71944, -2.10763], [-1.57325, -2.93448, -0.98878], [-0.15400, -3.17236, -0.49304], [-0.26464, -3.03463, 1.02181], [-2.48922, -3.07526, -2.82899], [-2.67510, -4.48261, -1.74624], [-1.11213, -4.19500, -2.55534], [0.72902, -3.19775, 1.44580], [-0.94069, -3.76568, 1.47560], [-0.61396, -2.04874, 1.40361], [-3.19840, 2.20795, 2.60658], [-3.02042, 1.52048, 1.33593], [-3.96939, 1.56436, 0.36252], [-3.82764, 0.93363, -0.81773], [-2.60898, 0.20410, -1.01619], [-2.32828, -0.45703, -2.05154], [-1.66356, 0.19080, -0.04088], [-1.82425, 0.81036, 1.15994], [-1.00960, 0.78393, 2.06618], [-4.17706, 2.68088, 2.61616], [-2.42436, 2.96281, 2.73490], [-3.12117, 1.49923, 3.42835], [-4.85374, 2.13932, 0.60340], [-4.58322, 0.96070, -1.58535], [2.31881, 1.00512, 2.42169], [2.90419, -0.39759, 2.28820], [2.81883, -0.91706, 0.88900], [1.78485, -0.83960, 0.12639], [1.96853, -1.38755, -1.10486], [3.13228, -1.92143, -1.28666], [3.46349, -2.60925, -2.40238], [4.14615, -1.72402, 0.09964], [2.39514, 1.34195, 3.45522], [1.27239, 1.00958, 2.12505], [2.86528, 1.71484, 1.79819], [2.36102, -1.09687, 2.92981], [3.94863, -0.42108, 2.60392], [2.76818, -2.62636, -3.13254], [4.42482, -2.68986, -2.67791], [0.15018, -1.08070, -3.37150], [0.49047, 0.14562, -3.33068], [0.55482, 0.77831, -2.25659], [0.73617, 0.64113, -4.28046]], "forces_ev_per_angstrom": [[0.07, -0.24, 0.05], [-0.07, 0.02, 0.16], [0.05, 0.01, -0.02], [-0.11, 0.26, -0.13], [0.07, 0.01, 0.09], [-0.01, 0.01, 0.01], [0.01, -0.04, -0.06], [0.01, 0.02, 0.00], [-0.02, 0.01, 0.06], [0.03, -0.09, -0.09], [0.02, 0.00, 0.01], [0.06, -0.01, -0.01], [-0.08, 0.03, -0.03], [-0.01, 0.00, 0.02], [0.01, -0.03, -0.04], [-0.01, 0.06, 0.08], [-0.03, 0.09, 0.00], [-0.12, -0.06, -0.02], [0.03, 0.02, 0.06], [0.03, -0.01, -0.02], [-0.01, -0.01, -0.01], [0.00, 0.00, 0.02], [0.00, 0.01, 0.01], [0.00, 0.00, 0.00], [0.00, 0.00, 0.00], [0.05, 0.05, -0.03], [0.00, -0.05, 0.00], [-0.11, 0.03, -0.13], [0.05, 0.00, 0.11], [0.03, -0.01, 0.00], [-0.03, 0.02, 0.00], [0.03, -0.01, -0.03], [0.09, 0.00, 0.07], [-0.04, -0.03, 0.01], [-0.02, 0.02, 0.04], [0.00, -0.03, -0.02], [0.00, 0.02, 0.01], [0.00, 0.00, 0.02], [-0.02, 0.00, 0.02], [0.00, 0.00, 0.02], [0.00, -0.12, -0.11], [0.07, 0.23, 0.12], [-0.03, -0.18, -0.22], [0.00, 0.00, 0.01]]}